No. 1
{"formula": "C6H11FO", "method": "wB97M-V/def2-TZVPD", "symbols": ["C", "C", "C", "H", "H", "C", "H", "H", "H", "H", "H", "H", "F", "C", "H", "C", "H", "O", "H"], "xyz": [[-1.09964, 0.74918, -0.04970], [1.88636, -1.49147, 0.59341], [-0.50809, -1.51499, -1.12738], [-0.99933, 2.82885, -0.58792], [2.25615, -1.39863, -0.43753], [-0.35616, -0.51886, -0.30342], [-1.72068, 0.19098, 1.94093], [0.12660, -2.37895, -1.15860], [-0.28415, 1.21411, 1.87480], [-1.33089, -1.47959, -1.82454], [0.57843, 2.04067, -0.40066], [-1.89077, 1.91638, 1.56628], [-2.37759, 0.59038, -0.59827], [-0.43254, 1.91852, -0.77309], [2.72744, -1.32871, 1.27240], [-1.26086, 1.03762, 1.43878], [1.50730, -2.51075, 0.74565], [0.94661, -0.52633, 0.90388], [-0.40619, 1.73217, -1.84381]], "atomic_forces_ev_per_a": [[0.24, 0.56, 0.27], [0.42, -0.43, -0.24], [-0.08, -0.02, -0.14], [-0.02, 0.04, 0.04], [0.02, -0.08, 0.08], [3.20, 0.03, 3.47], [-0.03, -0.06, 0.04], [0.26, -0.16, 0.11], [0.03, 0.03, 0.09], [-0.13, 0.08, -0.06], [0.16, 0.02, 0.03], [-0.02, 0.03, -0.06], [-0.10, -0.12, -0.16], [-0.25, -0.22, 0.07], [0.00, -0.09, -0.02], [-0.04, -0.12, -0.26], [0.07, -0.01, -0.03], [-3.76, 0.56, -3.16], [0.03, -0.04, -0.07]], "lowdin_charge": [-0.55, -0.20, 0.08, 0.09, 0.09, -0.07, 0.09, 0.06, 0.08, 0.08, 0.09, 0.09, 0.00, 0.00, 0.09, -0.01, 0.08, -0.18, 0.09], "relative_energy_kcal_mol": 45.9, "fmax_ev_per_a": 4.9}

No. 2
{"formula": "C6H11FO", "method": "wB97M-V/def2-TZVPD", "symbols": ["C", "H", "H", "O", "H", "C", "C", "H", "C", "H", "H", "H", "H", "H", "H", "C", "C", "F", "H"], "xyz": [[1.22935, -1.91004, 0.54336], [0.17207, 3.07681, 0.59099], [2.42347, -1.68419, 0.67162], [-0.46157, -1.15008, -0.84526], [0.19955, 1.49515, 1.62144], [0.47136, 1.85085, 0.49967], [0.87151, -1.07205, -0.68232], [1.71466, -1.39183, -1.68142], [-0.58786, 1.37990, -0.62412], [1.34229, -3.25929, 0.43758], [0.60244, -1.62866, 1.48038], [-1.41787, 2.17511, -0.58911], [1.68154, 1.57762, 0.46128], [-2.73248, 0.60942, 0.55375], [-0.27768, 1.41859, -1.70287], [-1.09333, -0.05085, -0.52409], [-2.28749, -0.20151, 0.06705], [-2.86532, -1.36354, 0.25164], [1.01536, 0.12858, -0.52958]], "atomic_forces_ev_per_a": [[3.70, -2.32, 0.98], [1.76, -3.22, -0.25], [-2.87, -0.38, 0.36], [-0.77, -1.84, -2.76], [0.18, 0.39, -2.83], [0.05, 2.21, 2.10], [4.59, 1.52, -0.91], [-3.07, 0.76, 2.65], [0.53, 0.43, -0.35], [-1.01, 4.37, -0.03], [1.23, -0.60, -1.65], [0.87, -1.75, 0.16], [-3.35, 1.16, -0.46], [-1.09, 1.05, 0.33], [0.62, 0.58, 0.99], [-3.58, 1.91, 2.40], [1.71, 0.74, -0.73], [-0.58, -1.37, 0.21], [1.08, -3.65, -0.20]], "lowdin_charge": [-0.13, 0.11, 0.10, -0.05, 0.10, -0.15, -0.35, 0.19, -0.21, 0.16, 0.09, 0.13, 0.11, 0.10, 0.13, -0.36, -0.12, 0.06, 0.09], "relative_energy_kcal_mol": 127.0, "fmax_ev_per_a": 4.9}

No. 3
{"formula": "C6H11FO3S", "method": "wB97M-V/def2-TZVPD", "symbols": ["C", "H", "H", "H", "H", "C", "C", "C", "O", "H", "H", "O", "H", "C", "H", "C", "F", "S", "O", "H", "H", "H"], "xyz": [[-0.87437, -0.31497, -1.28709], [-1.82112, 0.16238, -1.54152], [1.54699, -1.12575, 0.89378], [-0.47106, -0.77780, -2.18549], [0.06149, 2.36974, 0.65734], [2.01077, -0.18352, 0.61704], [1.52631, 0.36248, -0.70645], [0.06725, 0.79952, -0.83270], [-0.69042, 0.68749, 1.53431], [1.82864, 0.52816, 1.41968], [-1.95314, -1.99609, -0.45201], [-2.83961, -0.52735, 1.54643], [-0.23335, -2.00360, -0.11182], [-0.52993, 1.51005, 0.35346], [-1.51607, 1.89401, 0.07909], [-1.10723, -1.36302, -0.20002], [2.32853, 1.45658, -1.01995], [-1.42608, -0.71419, 1.43354], [-0.77519, -1.57075, 2.37647], [1.71035, -0.38547, -1.48295], [0.07171, 1.53417, -1.64263], [3.08551, -0.34205, 0.55149]], "atomic_forces_ev_per_a": [[-0.06, 0.36, 0.38], [-0.09, -0.11, -0.11], [-0.12, -0.06, -0.03], [-0.11, -0.20, -0.04], [0.17, -0.14, 0.23], [0.14, 0.27, 0.17], [-0.09, -0.56, 0.08], [0.08, -0.10, -0.27], [0.43, -0.31, -0.37], [-0.02, 0.00, 0.05], [-0.16, 0.01, 0.24], [0.01, 0.43, -0.19], [0.05, -0.02, 0.17], [-0.51, 0.50, 0.04], [-0.04, -0.01, 0.00], [0.59, 0.07, -0.49], [0.08, 0.33, -0.02], [-0.56, -0.82, 0.42], [0.10, 0.29, -0.08], [0.05, 0.04, -0.13], [0.02, 0.09, 0.02], [0.04, -0.05, -0.06]], "lowdin_charge": [-0.16, 0.12, 0.07, 0.12, 0.14, -0.01, -0.34, -0.27, -0.22, 0.09, 0.11, -0.27, 0.10, -0.14, 0.14, -0.20, -0.02, 0.61, -0.27, 0.15, 0.16, 0.09], "relative_energy_kcal_mol": 6.0, "fmax_ev_per_a": 1.1, "smiles": "C[C@H](F)[C@H]1CCS(=O)(=O)OC1"}

No. 4
{"formula": "C6H11IN", "method": "wB97M-V/def2-TZVPD", "symbols": ["H", "H", "H", "H", "N", "I", "C", "H", "H", "C", "C", "H", "H", "C", "H", "C", "C", "H", "H"], "xyz": [[0.58324, 2.54273, -0.56575], [-1.71655, 1.36018, -1.39292], [-0.88365, 2.12765, 0.37350], [2.62245, -0.69771, 0.91300], [0.58505, -0.60749, 0.74679], [2.43190, 0.31692, -1.69300], [-0.53136, -0.45591, -1.54589], [1.51213, -1.08123, 2.42975], [-2.16080, 0.10876, -2.57121], [1.63820, -0.80946, 1.45570], [-1.48002, 0.44087, -1.83538], [0.55374, 1.87395, 1.15558], [-0.37679, -1.91914, 1.89779], [0.14022, 1.96151, 0.21153], [-0.38930, -1.50936, -1.92144], [0.52273, -0.00182, -0.57985], [-0.63145, -1.31333, 1.13777], [-1.36902, -0.50042, 1.40237], [-1.05073, -1.83670, 0.38165]], "atomic_forces_ev_per_a": [[0.42, 0.24, -0.20], [0.39, 1.11, 0.53], [-1.59, -0.31, -0.44], [-1.11, -0.18, 1.24], [-4.44, 0.81, -7.45], [-1.45, 0.03, 1.13], [0.38, 1.51, 1.35], [0.06, -0.76, 2.38], [-0.95, -0.09, -0.72], [6.04, 0.94, -0.77], [0.17, -2.76, -1.00], [1.67, -0.23, 1.38], [0.46, -1.98, 2.84], [-0.14, 1.05, -0.91], [-0.35, 1.39, 0.12], [1.93, -2.83, 2.63], [-0.86, 4.96, 0.15], [0.45, -1.13, 0.24], [-1.07, -1.74, -2.50]], "lowdin_charge": [0.04, 0.05, 0.04, 0.06, -0.24, 1.01, -0.22, 0.07, 0.07, 0.02, 0.07, 0.03, 0.07, 0.13, 0.15, -0.56, 0.03, 0.14, 0.06], "relative_energy_kcal_mol": 66.7, "spin_multiplicity": 3, "total_charge": 1, "s2": 2.01, "fmax_ev_per_a": 8.7}

No. 5
{"formula": "C6H11IN3O3", "method": "wB97M-V/def2-TZVPD", "symbols": ["H", "H", "N", "C", "N", "O", "O", "H", "O", "C", "N", "H", "H", "H", "C", "C", "H", "H", "H", "H", "C", "C", "H", "I"], "xyz": [[1.89602, 0.51833, 3.80471], [-3.67066, 0.58071, -3.67310], [2.48893, 0.55392, 2.98377], [2.87619, 1.89676, 2.44378], [1.61388, -1.41445, 2.04639], [-2.71189, -2.11999, -2.20611], [-2.93007, -1.48630, -0.06043], [-2.39314, -1.85917, -4.24239], [-3.22405, -0.01608, -1.73501], [-2.95382, -0.04102, -3.14616], [2.19982, 0.50024, 0.71970], [2.06691, 2.68647, 0.47511], [0.96020, 1.85609, 1.60982], [3.18854, 0.36124, 0.48167], [-2.95020, -1.22908, -1.23029], [-3.06887, -1.52118, -3.46310], [2.75120, 2.70293, 3.16074], [-4.08742, -1.81953, -3.71054], [-1.94714, 0.34411, -3.31222], [2.08295, -2.13651, 2.57570], [1.98015, 1.89751, 1.21530], [2.09408, -0.18692, 1.94553], [3.92518, 1.78834, 2.15189], [-0.18680, -1.85642, 1.16522]], "atomic_forces_ev_per_a": [[0.48, -0.30, 0.33], [-0.08, 0.00, 0.11], [-0.54, 0.41, -0.30], [0.26, -0.40, -0.16], [0.26, -0.25, -0.59], [0.04, -0.01, 0.03], [0.44, -0.03, 0.13], [0.09, -0.06, 0.10], [0.04, 0.00, 0.05], [0.02, -0.04, -0.15], [-0.40, 0.20, 0.91], [0.32, -0.18, -0.06], [-0.12, 0.48, -0.41], [-0.21, -0.03, -0.75], [-0.15, -0.04, -0.10], [-0.06, 0.09, -0.12], [-0.09, -0.16, 0.07], [-0.01, 0.01, 0.03], [0.01, -0.01, 0.01], [-0.28, 0.34, 0.62], [-0.02, -0.21, 0.33], [0.25, -0.25, 0.13], [0.01, 0.43, 0.13], [-0.24, 0.00, -0.36]], "lowdin_charge": [0.17, 0.14, 0.13, -0.10, -0.37, 0.06, 0.02, 0.14, 0.07, -0.10, 0.06, 0.13, 0.13, 0.15, -0.60, -0.09, 0.13, 0.14, 0.13, 0.09, -0.13, -0.52, 0.13, 1.08], "relative_energy_kcal_mol": 0.0, "total_charge": 1, "fmax_ev_per_a": 1.0}

No. 6
{"formula": "C6H11N", "method": "wB97M-V/def2-TZVPD", "symbols": ["H", "C", "C", "H", "H", "H", "C", "H", "C", "C", "H", "H", "H", "H", "H", "C", "H", "N"], "xyz": [[-0.82447, -0.80597, 2.04705], [-1.16112, -0.82363, -0.09420], [-0.91644, -0.09201, 1.21298], [0.40450, 1.69553, 1.52585], [-1.89925, -1.58423, -2.73945], [-1.56729, -0.02362, -3.31200], [1.48322, 0.22669, 0.86935], [2.67608, 1.93803, 1.32072], [2.62989, 0.92660, 0.92284], [-1.01666, -0.16363, -1.25326], [1.50763, -0.84695, 0.73171], [-0.34552, 0.68648, -1.16734], [-1.80914, 0.47926, 1.53670], [-1.47991, -1.85867, -0.02140], [3.61048, 0.54924, 0.67110], [-1.19536, -0.76052, -2.58568], [-0.24392, -1.16996, -2.98163], [0.25270, 0.75853, 1.20654]], "atomic_forces_ev_per_a": [[0.08, -0.20, -0.29], [0.21, 0.19, 1.63], [-0.38, -0.89, 0.48], [-1.30, 0.37, 0.23], [-0.12, -0.03, 0.82], [0.36, 0.02, 0.08], [-0.08, 0.23, 0.94], [-0.31, 0.09, -0.25], [0.40, 0.37, 0.20], [0.32, -0.07, 0.26], [-0.19, 0.06, -0.63], [-0.40, 0.30, -0.48], [0.04, 0.55, -0.38], [-0.40, 0.09, -0.10], [-0.16, -0.50, -0.06], [-0.08, -0.08, -1.66], [0.07, 0.22, -0.03], [1.94, -0.73, -0.76]], "lowdin_charge": [0.08, -0.24, -0.39, 0.08, 0.05, 0.05, -0.29, 0.02, -0.09, -0.32, 0.09, 0.07, 0.04, 0.06, 0.01, -0.21, 0.05, -0.06], "relative_energy_kcal_mol": 30.4, "spin_multiplicity": 2, "total_charge": -1, "s2": 0.75, "fmax_ev_per_a": 2.2}